w) # H3N2P

A cluster of 2 separate species, H3N2P in total (wB97M-V/def2-TZVPD, the OMol25 dataset).

Last column: Löwdin charge in e.
Geometry (Å):
N: 0.307 0.751 -0.179  -0.3759
N: 0.533 -0.640 -0.005  -0.3636
P: -1.115 -0.171 -0.029  0.7052
H: 0.563 1.333 0.535  0.0133
H: 1.060 -1.232 -1.613  0.1701
H: -1.348 -0.041 1.291  -0.1491

HOMO level (spin up / spin down) = -9.4 / -9.4 eV
2S+1 = 1
Orbital gap (spin up / spin down) = 8.85 / 9.12 eV
Charge = 0

x) # H3N2P

An isolated molecule of H3N2P (wB97M-V/def2-TZVPD, the OMol25 dataset).

Last column: Löwdin charge in e.
Geometry (Å):
N: -0.974 -0.680 0.016  -0.0117
N: -0.398 0.447 0.195  -0.5964
P: 1.147 0.917 0.051  0.7056
H: -0.210 -1.241 -0.405  0.0137
H: -1.071 0.959 0.628  0.0310
H: 1.506 -0.403 -0.486  -0.1422

HOMO level (spin up / spin down) = -8.2 / -8.0 eV
2S+1 = 1
Orbital gap (spin up / spin down) = 8.04 / 8.17 eV
Charge = 0

Which of them is most stable, and which least? Most stable: x); least stable: w).

w) # C3H7O2S

A cluster of 2 separate species, C3H7O2S in total (wB97M-V/def2-TZVPD, the OMol25 dataset).

Last column: Löwdin charge in e.
Geometry (Å):
C: -1.356 1.770 1.159  -0.2072
C: -0.172 0.801 0.934  -0.6559
S: -0.706 -0.903 0.527  0.5939
H: -1.238 2.625 0.475  0.0589
H: -1.602 1.996 2.194  0.0463
H: -2.302 1.245 0.893  0.0397
H: 0.452 1.334 0.207  0.0569
H: 0.546 0.662 1.743  0.0357
H: 0.382 -1.452 -0.285  -0.1210
O: 0.999 -2.673 -1.017  -0.2221
C: 1.482 -1.973 -1.988  -0.6344
O: 2.170 -0.966 -1.859  -0.0864
H: 1.345 -2.465 -2.985  0.0957

HOMO level = -4.3 eV
2S+1 = 1
Orbital gap = 8.09 eV
Charge = -1

x) # C3H7O2S

A cluster of 2 separate species, C3H7O2S in total (wB97M-V/def2-TZVPD, the OMol25 dataset).

Last column: Löwdin charge in e.
Geometry (Å):
C: 1.374 -1.899 0.006  -0.4917
S: 1.200 -2.823 -1.560  0.5476
H: 1.599 -2.616 0.797  0.0136
H: 2.202 -1.203 -0.071  0.0170
H: 0.438 -1.377 0.186  -0.0154
H: 0.404 -1.914 -2.146  -0.1705
O: -1.088 0.021 -0.322  -0.1032
C: -0.549 0.948 0.320  -0.7884
O: 0.581 0.988 0.846  -0.0939
C: -1.403 2.252 0.473  -0.0575
H: -0.943 3.019 -0.151  0.0501
H: -2.406 2.026 0.111  0.0448
H: -1.408 2.578 1.511  0.0472

HOMO level = -4.2 eV
2S+1 = 1
Orbital gap = 7.68 eV
Charge = -1

Which of them is most stable, and which least? Most stable: x); least stable: w).

w) # C3H7O2S

A cluster of 2 separate species, C3H7O2S in total (wB97M-V/def2-TZVPD, the OMol25 dataset).

Last column: Löwdin charge in e.
Geometry (Å):
C: 0.303 1.101 -0.976  -0.1984
C: -0.692 -0.057 -1.043  -0.6126
S: -0.098 -1.345 -2.214  0.6221
H: 1.294 0.697 -1.133  0.0448
H: 0.260 1.554 0.011  0.0549
H: 0.099 1.827 -1.766  0.0558
H: -0.837 -0.534 -0.090  0.0287
H: -1.682 0.284 -1.353  0.0496
H: 0.405 -2.120 -1.242  -0.1504
O: 0.132 -0.987 3.537  -0.1307
C: 0.242 -0.377 2.463  -0.7014
O: 0.912 -0.639 1.435  -0.1500
H: -0.338 0.596 2.372  0.0876

HOMO level = -4.2 eV
2S+1 = 1
Orbital gap = 7.46 eV
Charge = -1

x) # C3H7O2S

A cluster of 2 separate species, C3H7O2S in total (wB97M-V/def2-TZVPD, the OMol25 dataset).

Last column: Löwdin charge in e.
Geometry (Å):
C: -2.661 0.045 1.107  -0.4554
S: -1.315 1.354 1.436  0.6477
C: -0.751 1.748 -0.334  -0.3659
H: -3.493 0.573 0.526  0.0220
H: -2.675 -1.047 0.725  0.0549
H: -3.035 -0.253 2.196  0.0396
H: -1.416 2.505 -0.469  -0.0506
H: -0.736 0.858 -0.912  0.0111
H: 0.307 2.195 -0.468  0.0721
O: 3.416 -1.964 -1.336  -0.2023
C: 2.248 -1.454 -1.564  -0.6759
O: 1.221 -1.519 -0.849  -0.1772
H: 1.972 -0.654 -2.342  0.0797

HOMO level = -3.8 eV
2S+1 = 1
Orbital gap = 6.89 eV
Charge = -1

Which of them is most stable, and which least? Most stable: w); least stable: x).

w) # C2H5NO2S

A structure of composition C2H5NO2S (wB97M-V/def2-TZVPD, the OMol25 dataset).

Last column: Löwdin charge in e.
Geometry (Å):
C: -0.385 -0.117 -1.243  -0.0132
C: -0.365 -1.651 0.675  -0.0204
N: -0.565 -0.899 -0.313  -0.0895
O: -3.894 -1.171 -0.295  -0.4421
O: -3.381 1.119 0.204  -0.4497
S: -4.374 0.061 0.226  0.8732
H: -0.960 0.318 -2.017  0.0167
H: 1.510 1.676 0.010  0.0063
H: 1.120 2.368 0.092  0.0177
H: -0.610 -1.397 1.612  0.0176
H: -0.268 -2.776 0.666  0.0833

HOMO level (spin up / spin down) = -5.1 / -10.6 eV
2S+1 = 3
Orbital gap (spin up / spin down) = 3.77 / 9.37 eV
Charge = 0

x) # C2H5NO2S

An isolated molecule of C2H5NO2S (wB97M-V/def2-TZVPD, the OMol25 dataset).

Last column: Löwdin charge in e.
Geometry (Å):
C: 0.538 -0.462 -0.428  -0.0810
C: 0.012 1.060 -0.096  -0.2468
N: 1.026 2.110 -0.015  -0.1375
O: 3.238 3.119 -0.357  -0.3164
O: 2.965 0.777 -1.245  -0.3511
S: 2.462 1.945 -0.606  0.6781
H: 1.244 -0.388 -1.255  0.0289
H: 1.055 -0.897 0.505  0.0945
H: -0.281 -1.197 -0.665  0.0759
H: -0.644 1.227 0.781  0.1105
H: -0.603 1.494 -0.958  0.1449

HOMO level (spin up / spin down) = -6.5 / -11.0 eV
2S+1 = 3
Orbital gap (spin up / spin down) = 6.57 / 7.65 eV
Charge = 0

Which of them is most stable, and which least? Most stable: x); least stable: w).